Density functional theory data (ωB97M-V/def2-TZVPD) for 2 unconnected molecules or ions with the total composition C4H12S at a distorted geometry.

Each line ends with the Löwdin charge.
Cartesian coordinates (Å):
C -0.12 -1.51 -0.83  -0.168
C -1.02 -2.37 -1.73  -0.158
H 0.28 -2.11 -0.01  0.062
H 0.76 -1.25 -1.43  0.061
H -0.55 -0.59 -0.45  0.029
H -0.82 -3.43 -1.58  0.062
H -0.94 -2.04 -2.76  0.057
H -2.07 -2.21 -1.46  0.060
C -0.58 1.42 2.05  -0.418
C 1.53 2.07 0.14  -0.400
S 0.56 2.75 1.54  0.706
H -0.03 0.80 2.76  0.025
H -1.35 1.91 2.64  0.025
H -0.88 0.81 1.21  0.005
H 2.39 1.54 0.57  0.028
H 1.84 2.99 -0.33  0.016
H 1.02 1.23 -0.33  0.008

The frontier orbital gap comes out at 9.29 eV. As for the energy relative to the best compared isomer or geometry (same formula, charge and spin): 60.2 kJ/mol. The value obtained for the LUMO energy is 0.99 eV. As for the structure (SMILES): CSC.CC. The value obtained for the highest occupied orbital energy is -8.3 eV. The largest force on an atom is 2.59 eV/Å. Its charge is 0. The molecular weight is 92.2 Da. The calculation puts the total energy at -557.74748 Eh.


Density functional theory data (ωB97M-V/def2-TZVPD) for 3 unconnected molecules or ions with the total composition C27H48BN5O3 at a distorted geometry.

Each line ends with the Löwdin charge.
Cartesian coordinates (Å):
C 2.08 5.54 6.55  -0.015
C 2.55 4.99 5.28  -0.142
C 1.64 3.86 4.61  -0.175
C 0.83 4.23 3.32  0.026
C -0.02 3.10 2.67  -0.078
C -0.85 3.39 1.31  -0.132
C -2.23 4.19 1.65  -0.191
O -3.31 3.30 2.07  -0.120
C -4.47 4.16 2.13  -0.234
O -4.71 4.89 3.12  0.048
C -0.11 1.64 3.30  -0.106
N -0.96 0.70 2.62  0.128
C -0.99 -0.57 3.27  -0.086
B -1.96 -1.72 2.61  -0.462
O -1.49 -2.61 1.58  0.097
N -3.39 -1.75 3.13  -0.146
C -3.96 -0.35 3.15  -0.124
C -3.26 -2.24 4.57  -0.102
C -0.14 -0.89 4.54  -0.043
N 0.71 0.01 5.24  0.077
C 0.68 1.29 4.58  -0.164
C 1.57 2.44 5.21  0.033
H 2.25 5.01 7.55  0.066
H 1.48 6.53 6.58  0.074
H 3.49 5.34 4.75  0.102
H 0.82 5.26 2.82  0.109
H -1.13 2.43 0.75  0.100
H -0.25 4.02 0.55  0.113
H -2.49 4.82 0.73  0.130
H -1.95 4.87 2.55  0.136
H -5.16 4.09 1.20  0.164
H -2.29 -3.09 1.25  0.114
H -3.53 0.29 4.00  0.091
H -3.79 0.21 2.16  0.096
H -5.11 -0.38 3.33  0.100
H -2.38 -2.99 4.58  0.095
H -4.23 -2.74 4.91  0.101
H -2.92 -1.38 5.27  0.098
H -0.21 -1.96 4.96  0.117
H 2.20 2.22 6.15  0.107
C 0.37 -0.11 -0.82  -0.083
C 1.53 0.03 -1.80  -0.268
N 1.50 1.27 -2.56  -0.189
C 2.45 1.29 -3.68  -0.248
C 3.94 1.24 -3.34  -0.090
C 1.43 2.50 -1.78  -0.248
C 2.55 2.76 -0.77  -0.079
H -0.59 -0.02 -1.33  0.084
H 0.41 -1.09 -0.34  0.071
H 0.42 0.64 -0.02  0.046
H 1.47 -0.81 -2.49  0.105
H 2.47 -0.08 -1.25  0.101
H 2.25 2.17 -4.30  0.111
H 2.22 0.43 -4.32  0.104
H 4.30 2.20 -2.97  0.054
H 4.51 1.01 -4.25  0.071
H 4.17 0.46 -2.61  0.067
H 0.48 2.51 -1.24  0.080
H 1.36 3.36 -2.45  0.117
H 2.81 1.86 -0.20  0.073
H 2.23 3.52 -0.05  0.060
H 3.45 3.13 -1.26  0.055
C 0.49 -6.40 -5.95  -0.094
C -0.07 -5.83 -4.65  -0.273
N 0.75 -4.76 -4.07  -0.192
C 0.35 -4.42 -2.71  -0.246
C -1.04 -3.82 -2.50  -0.083
C 1.03 -3.63 -4.94  -0.250
C -0.16 -2.86 -5.52  -0.086
H 1.52 -6.75 -5.82  0.079
H -0.12 -7.25 -6.28  0.072
H 0.48 -5.66 -6.76  0.064
H -0.11 -6.66 -3.93  0.117
H -1.10 -5.51 -4.82  0.097
H 1.10 -3.74 -2.28  0.107
H 0.43 -5.33 -2.10  0.110
H -1.08 -2.78 -2.81  0.051
H -1.29 -3.84 -1.43  0.061
H -1.82 -4.38 -3.02  0.067
H 1.64 -3.98 -5.78  0.101
H 1.68 -2.92 -4.42  0.107
H -0.96 -3.52 -5.88  0.068
H 0.16 -2.26 -6.37  0.072
H -0.59 -2.17 -4.79  0.053

The frontier orbital gap comes out at 6.69 eV. The value obtained for the LUMO energy is -0.90 eV. As for the structure (SMILES): C=Cc1cc(CCOC=O)c2nc(B(O)N(C)C)cnc2c1.CCN(CC)CC.CCN(CC)CC. The value obtained for the highest occupied orbital energy is -7.6 eV. The largest force on an atom is 5.98 eV/Å. Its charge is 0. The molecular weight is 501.5 Da. The calculation puts the total energy at -1581.57100 Eh.


Density functional theory data (ωB97M-V/def2-TZVPD) for a molecular structure, C22H32N14O2W at a distorted geometry.

Each line ends with the Mulliken spin population.
Cartesian coordinates (Å):
W 0.19 -0.26 -0.63  1.581
N 1.12 -2.27 -1.05  0.037
C 0.37 -3.50 -1.43  0.020
C -0.53 -4.04 -0.32  -0.003
N -1.48 -3.09 0.26  0.046
C -2.86 -3.31 -0.20  -0.004
C -3.97 -2.65 0.60  0.003
N -3.75 -1.22 0.82  0.003
C -1.32 -2.93 1.70  0.000
C -0.01 -2.25 2.06  0.006
N 0.08 -0.85 1.53  0.078
H 1.73 -2.49 -0.27  0.010
H 1.78 -2.06 -1.81  0.007
H -0.18 -3.27 -2.34  -0.005
H 1.08 -4.28 -1.70  -0.001
H -1.06 -4.91 -0.74  0.000
H 0.11 -4.45 0.47  -0.003
H -1.89 -2.66 -1.91  -0.016
H -3.08 -4.39 -0.23  0.002
H -4.90 -2.87 0.07  0.000
H -4.04 -3.15 1.56  0.000
H -3.91 -0.71 -0.05  0.000
H -4.46 -0.88 1.46  0.000
H -2.12 -2.30 2.06  -0.002
H -1.35 -3.89 2.24  -0.001
H 0.05 -2.21 3.15  0.000
H 0.86 -2.80 1.72  -0.004
H -0.65 -0.30 1.97  -0.004
H 0.95 -0.45 1.89  0.022
N -1.31 -0.24 -3.86  0.050
C -1.95 -0.68 -2.73  0.158
N -3.29 -1.07 -2.87  -0.029
N -3.72 -1.97 -2.08  0.042
N -2.84 -2.81 -1.59  0.047
N -1.37 -0.58 -1.58  -0.152
C -0.14 0.48 -3.74  0.014
N 0.35 1.29 -4.68  -0.001
N 1.40 1.88 -4.11  0.015
N 1.54 1.42 -2.92  -0.045
N 0.60 0.52 -2.62  -0.023
H -1.82 -0.18 -4.73  -0.002
C 2.90 3.35 2.47  0.002
O 1.92 2.78 1.62  0.001
C 0.70 2.51 2.13  0.010
C 0.40 2.58 3.49  0.000
C -0.87 2.28 3.97  0.006
C -1.87 1.90 3.09  0.004
C -1.59 1.83 1.73  -0.058
C -0.32 2.12 1.25  0.070
N -0.13 1.93 -0.20  0.073
C 0.82 2.80 -0.89  0.376
C 2.03 2.35 -1.47  -0.135
C 2.81 3.53 -1.86  0.008
C 4.13 3.63 -1.58  -0.011
C 4.78 2.59 -0.87  -0.060
C 4.10 1.48 -0.42  0.020
C 2.75 1.34 -0.69  -0.063
O 2.09 0.28 -0.29  -0.058
H 3.75 3.57 1.84  -0.002
H 3.21 2.65 3.25  0.000
H 2.53 4.27 2.93  0.000
H 1.17 2.88 4.19  0.000
H -1.07 2.34 5.03  0.000
H -2.87 1.68 3.45  0.000
H -2.36 1.54 1.03  -0.025
H -1.04 2.16 -0.59  0.031
H 0.43 3.77 -1.18  -0.031
H 2.28 4.31 -2.39  0.002
H 4.68 4.51 -1.88  -0.001
H 5.84 2.68 -0.66  -0.002
H 4.61 0.71 0.14  -0.001

The frontier orbital gap (alpha / beta) comes out at 6.25 / 6.41 eV. As for the energy relative to the best compared isomer or geometry (same formula, charge and spin): 351.2 kJ/mol. The value obtained for the LUMO energy (alpha / beta) is -6.83 / -6.84 eV. The value obtained for the highest occupied orbital energy (alpha / beta) is -13.1 / -13.2 eV. The largest force on an atom is 2.11 eV/Å. The multiplicity is 3. Its charge is +2. The molecular weight is 708.4 Da. The calculation puts the total energy at -1841.02979 Eh.


Q: Number 3 is which compound?
A: C22H32N14O2W